Record 1
Computed, not measured: a structure of composition C51H74N3O2SSe2SiW, with ωB97M-V/def2-TZVPD.

Properties
LUMO level: -9.9914 eV
HOMO energy: -16.15 eV
Relative energy (zero: lowest compared OMol25 entry of this formula, charge and spin): 16.04 kJ/mol
Charge: +3
Largest force on an atom: 0.6 eV/A
Calculated total energy: -7859.4196 Ha
Spin multiplicity: 1

Geometry (Å):
C -4.783 -4.382 -1.172
H 6.472 -2.059 -1.848
C -3.847 -4.400 -2.381
H 3.364 0.014 2.336
C 5.542 2.061 -3.508
C -2.586 -2.562 -1.133
N 2.906 -1.027 -1.052
H -2.290 2.451 -2.718
H -0.578 2.501 -2.301
H -0.279 6.341 1.385
H -2.499 -3.775 6.591
H -0.115 4.003 4.200
H -2.502 -5.848 -3.325
H 1.556 -3.400 -3.980
C -3.151 -5.771 -2.451
C -0.042 -0.496 -5.038
H -2.279 5.328 3.490
C 3.258 -2.313 -0.897
C 6.763 1.906 -0.667
H -3.254 -2.660 -0.288
C -1.102 2.823 0.297
H 2.325 -3.347 4.869
H -0.395 6.292 -2.405
Si 6.398 0.987 -2.242
H -2.113 2.798 3.456
C -2.764 -3.332 -2.280
H -1.356 4.389 -3.806
C -1.843 -3.499 5.765
H 0.404 0.182 -4.310
C -5.414 3.773 1.204
H -2.551 -5.957 -1.558
H -5.133 -3.186 -3.663
H 1.322 3.745 -2.495
C -0.699 -1.483 -2.186
H -4.420 3.548 -2.059
C -5.478 3.777 -0.203
H 7.401 2.768 -0.879
H 4.826 -3.739 -1.098
H -3.896 -0.927 4.677
C 1.104 -1.424 3.348
N -1.896 2.998 -0.762
H 3.902 -0.663 5.213
H 4.796 1.515 -4.090
C -0.824 -1.028 1.912
C -3.618 -1.947 4.956
H -6.423 3.989 -0.683
C -4.367 3.530 -0.979
C -0.247 5.238 -2.167
H 8.597 0.835 -3.280
C -1.908 -3.107 -3.365
H 2.743 -3.616 3.175
C -1.434 4.451 -2.718
H -3.903 -6.558 -2.524
H -1.810 7.105 1.789
N -1.798 2.971 1.427
H -4.228 -2.225 5.814
H 7.615 -0.532 -3.786
H -2.070 -3.690 -4.259
H -4.201 3.524 2.957
H -1.810 5.546 0.989
H 5.854 2.284 -0.192
H -5.484 -4.915 -3.688
C -0.473 4.177 3.183
Se -1.404 -0.281 0.247
H 5.062 2.928 -3.049
H 0.241 -2.642 -6.626
C 7.870 0.097 -2.931
H 0.498 -0.371 -5.977
H 2.494 -3.001 -0.557
C 0.160 -1.728 4.334
H 2.116 -2.188 -5.132
C -4.240 3.514 1.877
C 5.132 -0.384 -1.736
S 2.949 1.443 -1.378
H 3.973 -3.058 4.317
H -4.093 -4.302 -4.562
C -2.139 -2.054 5.334
C -1.720 -1.306 2.922
C 2.843 -0.629 4.956
C 4.542 -2.701 -1.194
H 4.566 -1.078 3.012
H -2.019 -4.198 4.945
H -2.544 -1.305 7.322
O 0.320 -0.546 -2.027
C 2.592 -1.505 3.715
H -0.815 -3.622 6.107
H 0.423 4.258 2.557
H 7.288 1.276 0.053
H 1.097 4.877 -3.827
O 1.333 -0.777 1.018
C -3.180 3.272 -0.297
H 1.907 5.399 -2.353
H -2.371 4.969 -2.504
H -4.262 -4.629 -0.245
H -1.432 -2.609 -6.088
C -0.864 -2.185 -3.377
C -1.294 6.147 1.741
H -0.237 5.185 -1.072
H -3.880 -2.625 4.140
H -0.802 6.189 3.818
C -1.528 3.023 -2.187
C 2.922 -2.971 4.038
C 3.815 -0.111 -1.436
C -1.255 2.927 2.799
C -1.543 -1.660 -1.095
H 3.513 -1.659 1.733
C 0.555 -1.079 2.119
C -1.225 -1.692 4.168
C -0.412 -2.838 -5.777
H -5.560 -5.132 -1.312
C 1.093 4.786 -2.740
C 1.485 -2.346 -4.257
H -0.637 2.032 2.887
H 0.538 -2.013 5.306
H -5.281 -3.416 -1.058
C -4.680 -4.179 -3.652
C 3.550 -1.025 2.620
H -0.341 -3.903 -5.551
W 1.173 0.107 -0.563
Se 0.773 2.483 0.242
C -1.857 -1.096 6.502
H -0.843 -1.207 6.889
H -6.311 3.984 1.770
H 8.375 -0.516 -2.182
H -1.079 -0.198 -5.208
C 5.462 -1.742 -1.616
H 2.574 0.412 4.764
H 1.888 -1.741 -3.444
C -3.119 3.256 1.092
C -1.261 5.489 3.120
H 2.289 -0.971 5.829
H -2.783 -1.234 2.741
H -1.998 -0.056 6.200
C 0.035 -1.969 -4.599
H 6.279 2.444 -4.217



Record 2
Computed, not measured: an isolated molecule of H4OP2S, with ωB97M-V/def2-TZVPD.

Properties
LUMO level (alpha / beta): 0.5813 / -3.8766 eV
HOMO energy (alpha / beta): -4.53 / -10.10 eV
Expectation value of S²: 2.02
Relative energy (zero: lowest compared OMol25 entry of this formula, charge and spin): 89.78 kJ/mol
Charge: 0
Largest force on an atom: 5.6 eV/A
Calculated total energy: -1158.3505 Ha
Spin multiplicity: 3

Geometry (Å):
H -1.423 1.826 1.084
H -0.477 0.717 -1.481
S -2.642 -0.586 0.273
O -0.700 1.582 0.615
H -0.128 -0.808 1.778
H 1.611 -0.444 0.521
P 0.502 -1.387 0.669
P -0.919 0.113 -0.094



Record 3
Computed, not measured: a structure of composition C28H24AuIN2O2S3, with ωB97M-V/def2-TZVPD.

Properties
LUMO level (alpha / beta): 0.3301 / -1.9113 eV
HOMO energy (alpha / beta): -7.49 / -8.07 eV
Expectation value of S²: 2.03
Relative energy (zero: lowest compared OMol25 entry of this formula, charge and spin): 42.87 kJ/mol
Charge: 0
Largest force on an atom: 0.7 eV/A
Calculated total energy: -2969.2242 Ha
Spin multiplicity: 3

Geometry (Å):
O -2.205 2.724 1.087
H 2.071 0.232 -5.341
H 1.023 -2.991 4.943
C -0.227 -5.491 3.011
C -1.232 4.575 2.227
H 0.561 -1.698 2.857
H 3.937 -3.407 -1.336
S 2.038 2.506 -2.375
C -1.199 5.394 3.361
C -2.118 5.233 4.377
I -3.104 -0.591 1.886
C 0.858 0.287 -3.571
C 2.398 -4.209 -2.616
C -2.185 3.534 2.140
C 0.007 -0.170 -5.789
H -3.876 2.618 3.069
H 3.101 -4.598 -3.345
C -3.132 3.403 3.164
C -0.275 4.729 1.123
C 1.067 0.124 -4.938
H 0.516 -5.413 5.026
C 0.870 5.708 1.152
H -0.917 -5.263 0.985
H 0.186 -0.293 -6.852
H -0.442 6.165 3.452
C 0.353 -2.760 2.916
C 1.979 -3.036 -0.553
H 0.671 -4.886 -3.701
S -0.555 -2.476 0.356
S 1.231 1.657 0.415
N 0.232 3.753 -0.998
H -0.601 0.253 -2.007
C 0.131 -3.875 -1.884
C 0.607 -3.490 4.074
C 0.318 -4.849 4.121
H -0.940 -3.980 -2.036
H -2.499 -0.241 -3.505
Au -1.091 0.921 1.048
C -0.432 0.138 -3.069
C -0.183 -3.417 1.824
C -1.280 -0.295 -5.283
H 2.325 -2.493 0.322
H 1.959 0.232 -1.688
C -3.098 4.243 4.259
H 1.748 5.226 1.588
H -2.111 -0.499 -5.950
C 1.026 2.676 -0.952
H -2.075 5.867 5.257
H 2.957 0.490 -3.135
H -3.844 4.131 5.042
O 0.032 -1.082 0.602
H 0.621 6.584 1.743
H 1.117 6.015 0.137
C -1.498 -0.145 -3.916
C -0.486 -4.772 1.855
N -0.396 3.986 0.104
C 0.617 -3.219 -0.764
C 1.995 0.702 -2.668
C 2.870 -3.539 -1.485
H -0.455 -6.551 3.051
C 1.034 -4.377 -2.816



Record 4
Computed, not measured: a cluster of 2 separate species, C5H14O in total, with ωB97M-V/def2-TZVPD.

Properties
LUMO level: 0.9113 eV
HOMO energy: -9.47 eV
Relative energy (zero: lowest compared OMol25 entry of this formula, charge and spin): 194.70 kJ/mol
Charge: 0
Largest force on an atom: 2.7 eV/A
Calculated total energy: -274.0679 Ha
Spin multiplicity: 1
SMILES: COC(C)(C)C.[H][H]

Geometry (Å):
C 0.461 0.031 -0.062
H 2.178 0.725 1.092
H 1.404 -1.908 -0.404
H -0.319 2.076 -0.155
H -1.853 -0.126 -1.646
H -1.167 -1.432 2.073
C 0.307 1.394 -0.761
H 0.699 -1.158 -1.870
C -2.047 -0.183 -0.555
H 1.300 1.871 -0.891
C 1.188 0.254 1.264
H -1.232 -0.822 2.499
H -2.892 -0.889 -0.437
H 0.594 0.917 1.922
H -2.383 0.796 -0.150
C 1.246 -0.950 -0.933
O -0.939 -0.656 0.164
H -0.138 1.291 -1.766
H 2.243 -0.527 -1.178
H 1.349 -0.703 1.793



Question: The lowest relative energy (zero: lowest compared OMol25 entry of this formula, charge and spin) belongs to which entry?
Answer: C51H74N3O2SSe2SiW